Entry from the Open Molecules 2025 dataset: a structure of composition C12H22N2O7Tl (wB97M-V/def2-TZVPD).

Each line ends with the natural charge from an NBO analysis.
Geometry (Å):
Tl1 0.64684 -1.14678 -0.83753  0.72
C1 1.55701 2.18225 -1.16056  -0.10
C2 2.75552 2.03873 -0.21156  -0.08
O1 2.84813 0.69866 0.19963  -0.53
C3 3.50240 0.50269 1.41784  -0.08
C4 3.27969 -0.93872 1.89601  -0.08
O2 1.95038 -1.37951 1.97230  -0.51
C5 1.17430 -1.06776 3.09434  -0.07
C6 0.67959 0.38623 3.18704  -0.08
O3 0.15805 0.75723 1.94357  -0.53
C7 0.01182 2.13696 1.75346  -0.08
C8 -0.37422 2.38554 0.28181  -0.07
O4 0.35195 1.66083 -0.66384  -0.52
H1 1.73649 1.57076 -2.05111  0.27
H2 1.45369 3.24484 -1.42932  0.16
H3 2.64398 2.70213 0.66477  0.15
H4 3.67034 2.34224 -0.74926  0.17
H5 3.14572 1.23309 2.16213  0.15
H6 4.59341 0.64817 1.31140  0.16
H7 3.80012 -1.07775 2.85813  0.16
H8 3.72159 -1.58493 1.13484  0.20
H9 1.71073 -1.32950 4.02212  0.16
H10 0.30083 -1.71431 2.98895  0.20
H11 1.50117 1.06120 3.48323  0.15
H12 -0.09268 0.43857 3.97646  0.17
H13 0.94423 2.66045 2.02868  0.15
H14 -0.79163 2.54127 2.39485  0.16
H15 -0.32551 3.46582 0.07476  0.16
H16 -1.40326 2.03981 0.16313  0.20
N1 -2.74825 -2.15411 0.21369  -0.83
C9 -3.27296 -1.15066 -0.72108  -0.29
C10 -2.77104 -1.28638 -2.18620  0.59
O5 -3.61649 -1.49038 -3.07575  -0.75
N2 -1.46767 -1.18569 -2.30223  -0.76
C11 -0.90502 -1.31900 -3.64630  -0.32
C12 0.60534 -1.25387 -3.38664  0.72
O6 1.11167 -0.11743 -3.17145  -0.81
O7 1.22055 -2.32605 -3.18816  -0.75
H17 -2.90396 -3.06942 -0.20643  0.35
H18 -1.73758 -2.02489 0.24987  0.35
H19 -2.99946 -0.16221 -0.33484  0.17
H20 -4.36312 -1.25410 -0.72991  0.19
H21 -1.23678 -0.49738 -4.29337  0.18
H22 -1.18056 -2.28080 -4.09987  0.19

Results
DFT total energy   -34806.932 eV
Total charge   -1
Kohn-Sham gap   6.576 eV



Entry from the Open Molecules 2025 dataset: a structure of composition C7H13NO in a non-equilibrium geometry (wB97M-V/def2-TZVPD).

Each line ends with the natural charge from an NBO analysis.
Geometry (Å):
C1 1.82411 -0.28256 0.36447  0.73
C2 -0.35132 -0.22580 0.42497  -0.03
C3 0.48842 0.86155 -0.37083  -0.07
C4 -1.31059 -1.08602 -0.32680  -0.64
C5 0.52831 2.20093 0.25407  -0.63
C6 0.44097 0.98062 -1.87358  -0.64
C7 0.76157 -2.00750 1.76069  -0.42
N1 0.80394 -0.92389 0.91594  -0.47
O1 3.08212 -0.22027 0.40429  -0.61
H1 -1.00694 0.31449 1.21999  0.18
H2 -0.91848 -1.23350 -1.33131  0.21
H3 -2.24739 -0.56564 -0.41016  0.22
H4 -1.63367 -2.05923 0.13099  0.22
H5 -0.39820 2.78584 -0.20540  0.19
H6 1.38399 2.74927 -0.17950  0.23
H7 0.50824 2.39266 1.33496  0.22
H8 1.21373 0.32926 -2.33575  0.23
H9 0.78148 2.06874 -2.16429  0.22
H10 -0.50908 0.76624 -2.15951  0.21
H11 -0.16195 -1.91699 2.39914  0.21
H12 0.69906 -3.02095 1.21889  0.20
H13 1.62671 -2.17003 2.46031  0.23

Results
DFT total energy   -11005.290 eV
Kohn-Sham gap   9.182 eV
Energy above the lowest of the compared OMol25 structures with the same formula, charge and spin   56.79 kcal/mol



Entry from the Open Molecules 2025 dataset: the molecule C4H4F2 in a non-equilibrium geometry (wB97M-V/def2-TZVPD).

Each line ends with the natural charge from an NBO analysis.
Geometry (Å):
C1 -2.29314 0.66396 -0.18201  0.30
C2 -2.28222 -0.66862 -0.22453  0.28
C3 -0.93592 -0.02152 -0.62859  -0.22
C4 0.18266 0.02564 0.33391  -0.66
F1 -2.96451 1.72086 0.22194  -0.28
F2 -2.97237 -1.71927 0.19416  -0.29
H1 -0.73044 0.01615 -1.70970  0.20
H2 -0.30874 0.23309 1.31191  0.22
H3 1.09628 0.63859 0.31650  0.24
H4 0.69676 -1.03150 0.40474  0.22

Results
DFT total energy   -9643.685 eV
SMILES string   CC1C(F)=C1F
Kohn-Sham gap   10.102 eV
Energy above the lowest of the compared OMol25 structures with the same formula, charge and spin   63.82 kcal/mol